Entry 1:
{"formula": "C4H6N2", "method": "ωB97M-V with the def2-TZVPD basis set", "symbols": ["C", "C", "C", "C", "N", "N", "H", "H", "H", "H", "H", "H"], "positions_angstrom": [[1.996, 0.141, -0.008], [-0.704, 0.863, -0.767], [-0.716, 0.845, 0.685], [-0.060, -0.275, 0.025], [3.142, -0.077, 0.009], [-0.169, -1.605, -0.070], [-1.651, 0.635, -1.242], [-0.219, 1.643, -1.118], [-0.179, 1.532, 1.319], [-1.590, 0.482, 1.322], [0.230, -2.137, -0.920], [-0.079, -2.049, 0.766]], "atomic_forces_ev_per_a": [[-1.1, -0.8, 0.2], [-2.6, -3.7, 1.0], [-2.0, -1.5, 4.4], [3.6, 2.0, -2.4], [-1.2, 0.4, -0.1], [-0.2, 0.3, -3.7], [0.1, -0.2, -0.2], [2.7, 3.0, -2.1], [0.5, 0.1, -0.4], [0.6, 0.6, -1.3], [-1.0, 1.6, 2.0], [0.4, -1.8, 2.6]], "total_charge": 0, "largest_force_ha_per_bohr": 0.0993, "e_tot_ha": -265.3855}

---

Entry 2:
{"formula": "C2H5B", "method": "ωB97M-V with the def2-TZVPD basis set", "symbols": ["B", "C", "C", "H", "H", "H", "H", "H"], "positions_angstrom": [[1.253, 0.014, 0.007], [-1.521, 0.335, -0.079], [-0.162, 0.325, -0.052], [1.872, -0.269, -1.006], [1.954, 0.247, 0.975], [-1.838, -0.674, 0.162], [-2.091, 1.283, -0.230], [0.533, -1.262, 0.223]], "atomic_forces_ev_per_a": [[1.7, -1.3, 0.0], [3.8, 0.6, 0.2], [-3.6, -1.1, 0.0], [-0.5, 0.3, 0.2], [-0.6, -0.1, -0.2], [-1.1, 0.4, -0.1], [0.4, -1.3, 0.1], [-0.1, 2.4, -0.3]], "total_charge": 0, "largest_force_ha_per_bohr": 0.0740, "e_tot_ha": -103.9200}

---

Entry 3:
{"formula": "C32H32F9P2S4SbTc", "method": "ωB97M-V with the def2-TZVPD basis set", "symbols": ["Tc", "C", "C", "C", "C", "C", "H", "H", "H", "H", "H", "S", "Sb", "S", "S", "S", "C", "C", "P", "C", "C", "C", "C", "H", "H", "H", "H", "H", "H", "H", "H", "H", "H", "H", "H", "H", "H", "H", "F", "C", "F", "F", "C", "C", "C", "C", "C", "C", "P", "C", "C", "C", "C", "C", "C", "C", "F", "F", "F", "C", "C", "C", "C", "C", "C", "C", "F", "F", "F", "H", "H", "H", "H", "H", "H", "H", "H", "H", "H", "H", "H"], "positions_angstrom": [[-0.523, 1.677, 0.156], [1.494, 2.769, 0.667], [1.606, 2.998, -0.730], [0.537, 3.815, -1.136], [-0.234, 4.135, -0.006], [0.355, 3.512, 1.134], [2.279, 2.387, 1.302], [2.408, 2.663, -1.361], [0.367, 4.174, -2.136], [-1.033, 4.856, 0.030], [0.221, 3.852, 2.147], [-5.276, 3.865, -1.247], [-6.930, 2.920, 0.569], [-2.750, 1.992, -0.338], [-3.448, 3.892, -0.471], [-5.327, 1.710, 1.585], [-1.283, 2.760, 4.303], [-2.095, 1.825, 3.415], [-1.156, 0.700, 2.304], [0.329, 0.169, 3.252], [0.007, -0.712, 4.457], [-2.294, -0.726, 1.997], [-3.288, -1.043, 3.113], [-1.968, 3.420, 4.829], [-0.591, 3.386, 3.751], [-0.720, 2.212, 5.053], [-2.799, 2.380, 2.787], [-2.688, 1.175, 4.063], [0.824, 1.089, 3.576], [1.019, -0.341, 2.575], [-0.704, -0.237, 5.127], [0.920, -0.885, 5.020], [-0.384, -1.680, 4.160], [-1.679, -1.602, 1.789], [-2.850, -0.481, 1.090], [-2.805, -1.145, 4.078], [-3.773, -1.988, 2.891], [-4.064, -0.288, 3.172], [-4.519, 0.004, -4.938], [-3.331, -0.517, -5.303], [-3.538, -1.776, -5.668], [-2.900, 0.172, -6.351], [-2.371, -0.435, -4.129], [-1.417, 0.575, -4.064], [-0.570, 0.647, -2.971], [-0.649, -0.319, -1.958], [-1.648, -1.300, -2.011], [-2.498, -1.363, -3.098], [0.565, -0.379, -0.595], [0.735, -2.157, -0.206], [0.613, -2.737, 1.051], [0.852, -4.090, 1.222], [1.225, -4.865, 0.135], [1.352, -4.297, -1.125], [1.116, -2.946, -1.297], [1.465, -6.352, 0.343], [0.309, -6.964, 0.633], [1.969, -6.931, -0.739], [2.299, -6.567, 1.360], [2.240, -0.039, -1.226], [3.216, 0.091, -0.233], [4.498, 0.479, -0.566], [4.804, 0.748, -1.896], [3.872, 0.519, -2.899], [2.587, 0.120, -2.566], [6.164, 1.334, -2.236], [6.642, 2.032, -1.201], [7.047, 0.392, -2.544], [6.071, 2.176, -3.269], [-1.328, 1.284, -4.873], [0.180, 1.425, -2.936], [-1.729, -2.035, -1.223], [-3.243, -2.142, -3.162], [0.349, -2.149, 1.913], [0.757, -4.547, 2.195], [1.641, -4.909, -1.967], [1.237, -2.509, -2.278], [2.968, -0.094, 0.802], [5.248, 0.607, 0.197], [4.144, 0.672, -3.934], [1.873, -0.059, -3.356]], "atomic_forces_ev_per_a": [[0.1, 1.6, -1.5], [-0.5, 0.4, 0.3], [-0.5, -0.5, 0.2], [-0.2, -0.6, -0.1], [-0.1, -0.5, 0.6], [0.2, -0.1, 0.1], [-0.2, -0.3, 0.0], [0.1, -0.3, -0.1], [-0.1, 0.0, -0.2], [-0.1, 0.0, 0.0], [-0.2, -0.3, 0.0], [-0.2, -0.1, -0.1], [1.6, -0.6, 0.3], [0.7, 0.3, 0.2], [0.0, -0.4, 0.3], [-0.9, 0.6, -0.6], [0.0, 0.0, 0.0], [0.1, -0.1, -0.1], [0.3, 0.1, -0.4], [-0.3, 0.0, -0.1], [0.1, 0.1, 0.0], [0.1, 0.2, 0.2], [0.1, -0.1, -0.1], [0.0, 0.1, 0.1], [0.0, 0.1, 0.0], [0.1, 0.0, 0.1], [0.0, 0.0, 0.0], [0.0, 0.0, -0.1], [0.0, 0.0, -0.1], [-0.1, 0.1, 0.0], [-0.1, 0.0, 0.1], [0.1, -0.1, 0.1], [-0.1, -0.1, 0.0], [0.1, 0.0, -0.2], [0.1, -0.1, -0.1], [0.0, 0.0, 0.2], [-0.1, -0.1, 0.0], [-0.1, 0.1, 0.1], [0.1, 0.0, 0.1], [-0.3, 0.2, 0.0], [0.1, -0.1, 0.0], [0.2, 0.0, 0.0], [0.1, 0.2, 0.0], [-0.2, -0.1, -0.1], [0.0, 0.2, -0.1], [0.2, 0.5, 0.8], [-0.3, -0.1, -0.1], [0.1, 0.0, 0.2], [0.5, -0.2, -0.3], [-0.2, 0.2, 0.2], [0.0, 0.1, 0.0], [0.1, -0.1, -0.1], [0.0, -0.1, 0.0], [0.0, -0.1, 0.0], [-0.1, 0.1, 0.1], [-0.1, -0.1, 0.1], [-0.1, 0.1, 0.0], [0.1, 0.1, -0.2], [0.1, 0.2, 0.1], [0.0, 0.1, 0.1], [-0.2, 0.0, -0.2], [0.0, 0.1, -0.2], [0.1, 0.1, 0.0], [0.2, 0.1, 0.1], [-0.2, -0.1, 0.1], [0.1, 0.1, 0.0], [0.0, 0.0, 0.2], [0.0, -0.2, 0.0], [-0.1, 0.0, -0.2], [0.0, 0.1, 0.0], [0.1, 0.0, 0.0], [0.0, -0.1, 0.0], [0.0, 0.0, 0.0], [0.0, 0.1, 0.1], [0.0, 0.0, 0.1], [0.0, 0.0, 0.0], [0.0, 0.0, -0.1], [0.0, 0.0, 0.2], [0.1, 0.0, 0.1], [0.0, 0.0, 0.0], [-0.1, 0.0, -0.1]], "total_charge": 3, "largest_force_ha_per_bohr": 0.0429, "e_tot_ha": -4732.9794}

---

Entry 4:
{"formula": "C20H30N2O3", "method": "ωB97M-V with the def2-TZVPD basis set", "symbols": ["C", "C", "C", "C", "O", "C", "C", "C", "C", "C", "O", "N", "C", "C", "C", "C", "O", "N", "C", "C", "C", "C", "C", "C", "C", "H", "H", "H", "H", "H", "H", "H", "H", "H", "H", "H", "H", "H", "H", "H", "H", "H", "H", "H", "H", "H", "H", "H", "H", "H", "H", "H", "H", "H", "H"], "positions_angstrom": [[-7.187, -1.210, -1.033], [-6.363, -0.038, -0.516], [-5.156, -0.510, 0.289], [-4.337, 0.671, 0.814], [-3.223, 0.266, 1.584], [-2.099, -0.183, 0.969], [-1.892, -0.247, -0.407], [-0.683, -0.702, -0.897], [0.338, -1.113, -0.048], [1.612, -1.574, -0.665], [1.977, -1.178, -1.762], [2.286, -2.511, 0.040], [3.598, -2.970, -0.349], [4.716, -2.190, 0.348], [4.630, -0.704, 0.003], [3.588, 0.004, 0.857], [3.248, -0.439, 1.945], [3.111, 1.174, 0.383], [3.429, 1.703, -0.930], [2.569, 2.922, -1.251], [1.119, 2.586, -0.926], [0.956, 2.395, 0.586], [2.287, 2.005, 1.238], [0.134, -1.033, 1.329], [-1.066, -0.574, 1.826], [-6.584, -1.847, -1.676], [-8.041, -0.855, -1.604], [-7.555, -1.811, -0.204], [-6.989, 0.600, 0.112], [-6.021, 0.566, -1.361], [-4.524, -1.147, -0.334], [-5.488, -1.108, 1.140], [-4.023, 1.323, -0.010], [-4.945, 1.263, 1.504], [-2.656, 0.057, -1.104], [-0.515, -0.750, -1.963], [2.026, -2.663, 1.001], [3.678, -4.036, -0.113], [3.670, -2.837, -1.431], [4.628, -2.307, 1.431], [5.677, -2.596, 0.029], [5.586, -0.213, 0.208], [4.410, -0.595, -1.056], [3.208, 0.933, -1.678], [4.496, 1.959, -0.991], [2.892, 3.793, -0.679], [2.682, 3.156, -2.310], [0.859, 1.660, -1.443], [0.451, 3.371, -1.283], [0.613, 3.320, 1.052], [0.207, 1.629, 0.779], [2.114, 1.444, 2.158], [2.857, 2.908, 1.491], [0.929, -1.271, 2.020], [-1.232, -0.494, 2.889]], "atomic_forces_ev_per_a": [[0.0, 0.3, 0.0], [0.1, -0.2, 0.1], [0.1, 0.4, 0.0], [-0.4, -0.1, -0.2], [0.3, -0.1, 0.1], [0.2, 0.0, 0.1], [-0.3, 0.1, 0.1], [0.3, -0.1, 0.1], [-0.2, 0.3, 0.0], [-0.2, -0.3, 0.1], [0.1, 0.1, -0.3], [0.0, -0.1, 0.2], [0.4, 0.0, 0.0], [-0.2, 0.1, -0.1], [0.0, -0.3, 0.2], [0.3, 0.1, -0.2], [0.0, -0.2, 0.4], [-0.3, 0.1, 0.0], [0.4, 0.1, -0.5], [-0.1, -0.2, 0.0], [0.0, 0.2, 0.0], [0.1, -0.1, -0.1], [-0.3, 0.1, 0.4], [-0.1, 0.0, -0.1], [-0.3, 0.0, 0.0], [0.0, -0.1, -0.1], [-0.1, -0.1, -0.1], [-0.1, -0.1, 0.1], [0.0, 0.1, 0.0], [0.0, 0.1, 0.0], [0.0, -0.1, 0.0], [0.0, -0.1, 0.0], [0.0, 0.0, 0.1], [0.1, 0.0, -0.1], [-0.1, 0.0, 0.0], [0.0, 0.0, -0.1], [-0.1, 0.1, -0.1], [0.0, 0.1, -0.1], [0.0, -0.1, 0.1], [0.1, 0.0, 0.0], [0.0, 0.0, 0.0], [0.0, 0.1, 0.0], [0.1, 0.1, 0.0], [0.1, 0.1, 0.0], [-0.1, 0.0, -0.1], [0.0, 0.1, 0.0], [0.1, 0.0, 0.0], [0.0, 0.0, -0.1], [0.0, 0.0, -0.1], [0.0, 0.0, 0.0], [0.0, 0.0, 0.1], [0.1, 0.2, -0.1], [-0.1, -0.1, 0.0], [0.1, 0.0, 0.1], [0.0, 0.0, 0.1]], "total_charge": 0, "largest_force_ha_per_bohr": 0.0118, "smiles": "CCCCOc1ccc(C(=O)NCCCC(=O)N2CCCCC2)cc1", "e_tot_ha": -1115.3831}

---

Entry 5:
{"formula": "C3H6N", "method": "ωB97M-V with the def2-TZVPD basis set", "symbols": ["C", "N", "C", "C", "H", "H", "H", "H", "H", "H"], "positions_angstrom": [[1.206, -1.941, 0.217], [0.813, -0.806, -0.004], [0.109, 0.282, 0.209], [-1.213, 1.406, -0.428], [0.720, -2.384, 1.068], [1.930, -2.341, -0.383], [0.780, 1.008, 0.803], [-1.610, 1.919, 0.446], [-0.578, 2.005, -1.068], [-2.156, 0.853, -0.862]], "atomic_forces_ev_per_a": [[-1.2, -0.5, 1.6], [-4.2, 5.3, -0.2], [1.9, 1.5, -0.4], [-0.4, -3.9, 0.4], [0.3, -0.9, 0.2], [1.9, -1.4, -1.3], [-1.1, -1.1, -0.6], [0.7, 0.0, 0.2], [-0.3, 0.1, -0.3], [2.5, 0.9, 0.3]], "total_charge": 1, "largest_force_ha_per_bohr": 0.1316, "smiles": "C=[N+]=CC", "e_tot_ha": -172.2728}

---

Entry 6:
{"formula": "C22H23BrClN3O7", "method": "ωB97M-V with the def2-TZVPD basis set", "symbols": ["C", "C", "C", "Br", "C", "C", "C", "C", "O", "N", "O", "C", "C", "C", "C", "C", "O", "O", "C", "O", "C", "N", "C", "C", "C", "O", "Cl", "C", "O", "H", "H", "H", "H", "H", "H", "H", "H", "H", "H", "H", "H", "H", "H", "H", "H", "C", "C", "C", "C", "N", "H", "H", "H", "H", "H", "H", "H"], "positions_angstrom": [[0.098, 4.522, 1.600], [-0.778, 4.761, 2.835], [-1.983, 3.811, 2.900], [-2.806, 3.957, 4.663], [-1.599, 2.381, 2.606], [-0.785, 1.735, 3.538], [-0.299, 0.457, 3.348], [0.616, -0.161, 4.374], [1.874, -0.565, 3.817], [2.602, 0.582, 3.446], [3.713, 0.317, 3.236], [-0.662, -0.206, 2.178], [-1.482, 0.413, 1.237], [-1.966, 1.724, 1.430], [-2.835, 2.377, 0.379], [-2.070, 2.903, -0.829], [-2.431, 3.879, -1.420], [-0.975, 2.214, -1.240], [-1.812, -0.397, 0.018], [-2.856, -0.325, -0.585], [-0.750, -1.357, -0.436], [-0.713, -1.552, -1.810], [0.039, -1.950, 0.479], [1.103, -2.949, 0.084], [2.083, -3.286, 1.181], [2.992, -2.611, 1.519], [1.802, -4.874, 1.941], [-0.215, -1.612, 1.898], [-0.127, -2.439, 2.775], [-0.490, 4.445, 0.683], [0.778, 5.364, 1.465], [0.724, 3.636, 1.718], [-1.128, 5.791, 2.815], [-0.167, 4.583, 3.721], [-2.732, 4.178, 2.208], [-0.509, 2.276, 4.435], [0.792, 0.549, 5.184], [0.186, -1.064, 4.798], [-3.596, 1.676, 0.045], [-3.360, 3.243, 0.768], [-0.426, 1.960, -0.485], [0.111, -2.047, -2.121], [-1.568, -1.939, -2.188], [0.674, -3.852, -0.351], [1.706, -2.472, -0.697], [1.153, -4.485, -5.350], [0.937, -3.154, -6.060], [2.190, -2.269, -6.065], [2.618, -1.938, -4.706], [2.938, -1.687, -3.635], [1.401, -4.339, -4.297], [0.251, -5.095, -5.395], [1.965, -5.050, -5.811], [0.118, -2.611, -5.585], [0.641, -3.334, -7.094], [1.999, -1.337, -6.597], [3.015, -2.777, -6.568]], "atomic_forces_ev_per_a": [[0.1, 0.2, 0.0], [0.3, -0.4, -0.2], [0.3, 0.2, -0.4], [-0.2, 0.0, 0.0], [0.0, 0.0, 0.3], [0.0, 0.1, -0.2], [-0.1, -0.1, 0.1], [-0.1, 0.1, 0.0], [0.1, 0.0, 0.1], [-0.1, 0.1, 0.2], [0.1, -0.1, -0.2], [-0.1, 0.0, -0.2], [0.0, 0.1, 0.1], [-0.2, -0.3, 0.0], [0.2, 0.1, 0.3], [-0.1, 0.3, 0.0], [-0.1, -0.2, -0.2], [0.2, 0.3, 0.0], [-0.1, -0.2, 0.1], [0.0, 0.0, -0.1], [0.0, -0.1, 0.0], [0.3, -0.2, 0.3], [0.2, 0.3, -0.1], [-0.1, 0.2, -0.3], [0.0, -0.2, 0.2], [-0.1, 0.1, 0.0], [0.1, 0.0, -0.1], [-0.1, 0.0, -0.2], [0.3, 0.0, 0.1], [0.0, 0.0, 0.0], [0.0, 0.0, 0.0], [-0.1, -0.1, -0.1], [-0.1, 0.0, 0.3], [0.0, 0.3, 0.1], [-0.1, -0.1, 0.1], [0.0, 0.0, 0.0], [0.0, 0.0, 0.0], [0.1, 0.0, -0.1], [0.1, 0.0, -0.2], [0.0, -0.1, 0.0], [-0.2, -0.3, 0.0], [-0.1, -0.1, -0.1], [-0.1, 0.3, -0.1], [-0.1, 0.0, 0.2], [0.1, -0.1, 0.1], [0.0, 0.0, 0.0], [0.0, -0.1, 0.1], [-0.1, 0.0, 0.0], [0.0, 0.0, -0.3], [0.0, 0.0, 0.4], [0.0, 0.0, 0.0], [0.0, 0.0, 0.0], [0.0, 0.0, 0.0], [0.0, 0.0, 0.0], [0.0, 0.1, 0.0], [0.0, 0.0, 0.0], [0.0, 0.0, 0.0]], "total_charge": 0, "largest_force_ha_per_bohr": 0.0112, "smiles": "CC[C@H](Br)c1cc(CON=O)c2c(c1CC(=O)O)C(=O)C(N)=C(CC(=O)Cl)C2=O.CCCC#N", "e_tot_ha": -4577.2215}

---

> Which formula does entry 2 have?

C2H5B